# 1
Molecular formula: C5H10O2
Method: DFT, ωB97M-V with the def2-TZVPD basis set

As for the gap between HOMO and LUMO: 10.707 eV. As for the multiplicity: 1. Its largest force on an atom is 0.64 eV Å⁻¹. As for the SMILES: OC[C@H]1CCCO1. The net charge is 0. The value obtained for the molecular weight is 102.13 g mol⁻¹. Its energy relative to the best compared isomer or geometry (same formula, charge and spin) is 33.2 kcal per mole.

```
17
Properties=species:S:1:pos:R:3:forces:R:3
O -0.456 2.908 0.513 -0.314 -0.104 -0.227
C 0.187 1.717 0.898 0.209 -0.306 0.121
C 0.231 0.639 -0.180 0.248 0.054 0.084
C 0.913 -0.633 0.326 0.077 0.018 0.108
C 0.349 -1.687 -0.621 -0.004 -0.086 0.010
C -1.090 -1.213 -0.731 -0.130 -0.245 0.013
O -1.079 0.216 -0.588 0.033 -0.014 -0.129
H -1.328 2.655 0.184 0.037 0.115 0.012
H -0.248 1.301 1.822 -0.083 0.032 -0.169
H 1.223 1.994 1.129 -0.115 -0.085 -0.024
H 0.746 1.065 -1.055 -0.031 -0.151 0.082
H 0.555 -0.819 1.347 0.128 -0.032 -0.094
H 2.003 -0.554 0.350 -0.124 -0.047 -0.082
H 0.324 -2.718 -0.256 0.393 0.157 0.105
H 0.886 -1.672 -1.579 -0.248 0.054 0.150
H -1.666 -1.630 0.107 -0.031 0.030 -0.143
H -1.550 -1.569 -1.666 -0.044 0.610 0.184
```
Forces are in eV/Å.

=====

# 2
Molecular formula: C52H62N15O2
Method: DFT, ωB97M-V with the def2-TZVPD basis set

As for the gap between HOMO and LUMO: 8.782 eV. As for the multiplicity: 1. Its largest force on an atom is 1.93 eV Å⁻¹. The net charge is +1. The value obtained for the molecular weight is 929.17 g mol⁻¹.

```
131
Properties=species:S:1:pos:R:3:forces:R:3
C 0.642 1.971 -2.236 -0.191 0.075 0.597
C -0.514 1.530 -1.335 0.381 -0.196 -0.235
C -1.675 0.913 -2.079 0.065 1.613 -0.158
O -1.271 -0.067 -3.082 -0.189 0.228 0.462
C -1.521 -1.247 -2.591 1.347 -0.270 -0.532
N -0.606 -2.137 -2.295 0.524 -0.626 0.328
C -1.282 -3.186 -1.763 0.663 0.344 -0.550
N -0.740 -4.294 -1.301 0.895 -0.588 -0.118
N -1.559 -5.275 -0.743 -0.644 0.485 -0.144
C 0.707 -4.552 -1.342 -0.117 -0.484 -0.430
C 1.094 -5.732 -2.235 0.704 -0.303 0.297
N 2.329 -6.348 -1.731 -0.331 0.014 0.209
N -2.574 -2.898 -1.780 -1.663 -0.915 0.361
O -3.687 -3.575 -1.399 -0.123 0.433 0.347
N -2.734 -1.669 -2.318 -0.844 0.515 -0.493
H 1.561 1.978 -1.670 0.322 0.003 0.203
H 0.801 1.332 -3.088 -0.087 -0.153 -0.362
H 0.457 2.994 -2.529 0.068 0.223 -0.551
H -0.891 2.428 -0.864 -0.368 0.180 0.301
H -0.175 0.906 -0.523 0.206 -0.452 0.103
H -2.165 1.711 -2.615 -0.233 0.108 -0.476
H -2.422 0.491 -1.426 -0.126 -0.137 0.266
H -1.466 -5.268 0.263 0.138 -0.196 0.157
H -1.350 -6.178 -1.137 0.205 -0.150 0.019
H 1.051 -4.755 -0.339 -0.155 -0.014 0.505
H 1.261 -3.696 -1.685 -0.117 0.570 -0.089
H 0.342 -6.512 -2.290 -0.310 -0.108 0.051
H 1.314 -5.410 -3.240 -0.228 0.268 -0.329
H 2.909 -5.600 -1.373 0.424 0.082 -0.315
H 2.097 -6.884 -0.904 0.003 -0.265 0.085
H -3.739 -4.371 -1.942 0.090 -0.186 -0.157
H -3.604 -1.178 -2.461 -0.494 -0.168 0.378
N 3.374 -4.141 -3.630 0.026 0.188 0.046
C 3.174 -2.848 -3.884 -0.154 0.040 0.125
C 3.862 -2.139 -4.852 0.015 0.004 -0.094
C 4.818 -2.809 -5.596 0.053 0.009 -0.211
C 5.042 -4.153 -5.348 -0.025 0.028 -0.015
C 4.292 -4.771 -4.359 0.030 -0.203 0.106
H 2.419 -2.360 -3.275 0.019 0.068 -0.049
H 3.663 -1.093 -5.022 -0.041 0.110 0.027
H 5.382 -2.288 -6.358 0.004 0.001 0.013
H 5.781 -4.711 -5.906 -0.006 -0.019 0.006
H 4.429 -5.822 -4.129 0.018 -0.007 -0.022
N -4.866 0.677 -0.868 0.136 -0.197 -0.035
C -5.011 0.070 0.311 0.076 -0.105 -0.084
C -5.550 0.678 1.431 -0.004 -0.067 0.076
C -5.964 1.995 1.322 -0.050 0.106 0.081
C -5.822 2.646 0.108 -0.021 -0.073 -0.032
C -5.270 1.945 -0.952 0.022 0.031 -0.146
H -4.671 -0.961 0.354 -0.034 -0.030 0.071
H -5.645 0.138 2.365 0.015 -0.003 0.013
H -6.389 2.507 2.175 0.012 0.013 0.012
H -6.131 3.674 -0.013 0.036 0.023 -0.002
H -5.142 2.415 -1.921 -0.035 0.055 0.018
N -6.555 0.307 4.938 -0.048 0.118 -0.013
C -5.835 0.897 5.890 0.144 -0.053 -0.002
C -6.231 2.046 6.557 -0.036 0.005 -0.017
C -7.444 2.619 6.216 -0.010 0.062 0.039
C -8.208 2.021 5.228 0.002 -0.004 -0.022
C -7.721 0.872 4.625 0.001 -0.131 -0.102
H -4.891 0.418 6.126 -0.081 0.219 -0.028
H -5.604 2.479 7.323 0.029 -0.014 0.003
H -7.789 3.517 6.712 -0.006 0.008 0.005
H -9.161 2.435 4.930 -0.017 -0.022 -0.012
H -8.287 0.369 3.849 -0.071 0.050 -0.001
N 7.153 -1.054 -2.417 0.020 -0.052 0.034
C 6.854 -2.319 -2.703 -0.028 0.059 0.047
C 7.611 -3.403 -2.285 0.016 0.019 0.000
C 8.746 -3.160 -1.529 0.038 -0.045 0.023
C 9.073 -1.849 -1.223 -0.013 -0.018 -0.004
C 8.246 -0.839 -1.688 -0.023 0.117 -0.012
H 5.962 -2.462 -3.297 -0.026 -0.093 0.015
H 7.317 -4.410 -2.546 -0.022 -0.003 -0.020
H 9.365 -3.977 -1.183 0.008 -0.006 0.003
H 9.950 -1.614 -0.636 0.004 0.024 0.004
H 8.464 0.201 -1.469 0.059 -0.010 0.026
N -4.513 5.743 0.993 -0.021 0.008 -0.062
C -5.003 6.968 0.824 -0.076 -0.008 0.094
C -4.535 7.861 -0.129 0.019 -0.013 -0.004
C -3.496 7.459 -0.951 0.018 0.040 -0.048
C -2.972 6.186 -0.788 -0.014 -0.008 0.011
C -3.516 5.373 0.193 0.030 -0.107 0.046
H -5.813 7.244 1.490 -0.011 0.061 -0.022
H -4.974 8.844 -0.222 -0.017 0.008 0.018
H -3.102 8.125 -1.707 0.002 0.008 -0.006
H -2.160 5.832 -1.408 0.012 -0.012 0.005
H -3.140 4.368 0.355 0.046 -0.001 -0.043
N 3.056 2.682 -6.001 -0.019 -0.034 -0.020
C 2.894 3.256 -4.812 0.020 -0.086 0.034
C 2.670 4.613 -4.639 -0.018 0.024 0.005
C 2.616 5.419 -5.764 -0.021 0.066 0.014
C 2.785 4.838 -7.009 -0.011 0.030 0.026
C 2.999 3.471 -7.072 0.019 -0.146 -0.044
H 2.949 2.589 -3.958 0.010 0.058 0.025
H 2.543 5.026 -3.648 0.018 0.000 0.028
H 2.445 6.484 -5.672 0.005 0.016 0.001
H 2.751 5.430 -7.913 0.006 -0.007 -0.025
H 3.134 2.974 -8.026 0.002 0.049 -0.028
N 1.423 -3.028 1.477 -0.065 0.057 0.058
C 2.195 -2.530 2.442 0.081 -0.171 0.003
C 2.013 -1.276 3.006 0.028 0.050 0.060
C 0.974 -0.491 2.539 -0.015 0.065 0.019
C 0.161 -0.991 1.534 -0.057 -0.046 -0.044
C 0.426 -2.259 1.042 0.192 0.064 0.173
H 2.999 -3.175 2.776 0.028 0.039 0.050
H 2.673 -0.925 3.789 0.050 -0.016 -0.027
H 0.800 0.495 2.950 -0.005 0.003 0.016
H -0.662 -0.410 1.139 -0.048 -0.040 0.047
H -0.169 -2.692 0.254 -0.104 0.156 0.070
N -2.366 -1.528 6.164 -0.043 0.010 -0.039
C -1.658 -2.041 5.163 0.144 0.058 0.030
C -2.218 -2.733 4.100 -0.021 -0.008 -0.056
C -3.592 -2.906 4.077 0.005 0.014 -0.016
C -4.346 -2.380 5.113 -0.075 -0.045 -0.010
C -3.685 -1.702 6.127 0.085 -0.085 0.084
H -0.586 -1.886 5.220 0.016 -0.035 -0.058
H -1.590 -3.125 3.310 0.056 0.011 0.025
H -4.069 -3.440 3.266 -0.017 -0.021 0.007
H -5.421 -2.491 5.137 0.001 0.068 0.010
H -4.236 -1.272 6.956 -0.009 -0.165 0.027
N 4.785 0.663 4.679 -0.091 0.064 -0.043
C 4.657 1.402 5.780 -0.014 -0.119 0.081
C 4.749 2.785 5.795 0.010 0.002 -0.016
C 4.991 3.440 4.600 -0.002 0.061 -0.003
C 5.129 2.689 3.444 -0.009 0.002 0.012
C 5.016 1.311 3.539 0.005 -0.120 -0.074
H 4.472 0.849 6.694 -0.006 0.049 0.041
H 4.634 3.331 6.720 0.002 -0.015 0.025
H 5.071 4.519 4.569 0.005 0.010 0.002
H 5.320 3.160 2.490 0.011 -0.018 -0.020
H 5.115 0.685 2.658 0.019 0.047 -0.041
```
Forces are in eV/Å.

=====

# 3
Molecular formula: C30H30AsN6O7P3Pt
Method: DFT, ωB97M-V with the def2-TZVPD basis set

As for the gap between HOMO and LUMO (spin up / spin down): 5.242 / 5.241 eV. As for the multiplicity: 1. Its largest force on an atom is 1.00 eV Å⁻¹. The net charge is +2. The value obtained for the molecular weight is 949.53 g mol⁻¹. Its energy relative to the best compared isomer or geometry (same formula, charge and spin) is 0.0 kcal per mole.

```
78
Properties=species:S:1:pos:R:3:forces:R:3
Pt 0.307 -0.111 0.427 0.763 0.032 -0.640
C -4.997 -0.195 3.056 -0.115 -0.051 0.042
N -3.761 0.492 2.692 -0.123 -0.057 -0.060
C -3.538 1.759 2.681 -0.172 0.162 0.085
C -2.102 1.972 2.377 -0.038 0.026 -0.154
N -1.626 0.655 2.087 0.462 0.144 0.071
C -2.529 -0.189 2.273 0.074 -0.216 0.014
P -2.351 -2.002 1.839 0.088 -0.068 0.014
C -2.229 -1.693 0.052 0.081 -0.057 0.012
N -1.281 -0.967 -0.534 -0.485 0.054 0.244
C -1.508 -0.982 -1.876 -0.009 -0.036 -0.018
C -2.621 -1.745 -2.107 0.076 0.053 -0.025
N -3.061 -2.189 -0.895 -0.003 -0.067 -0.002
C -4.217 -3.056 -0.688 -0.033 -0.009 0.008
C -0.575 -2.262 2.183 -0.148 0.137 -0.199
N 0.481 -1.780 1.505 -0.066 0.228 0.162
C 1.604 -2.294 2.068 0.086 -0.057 -0.088
C 1.232 -3.122 3.089 0.181 0.013 -0.035
N -0.124 -3.095 3.150 -0.185 0.002 -0.097
C -0.930 -3.833 4.119 -0.013 -0.020 0.039
H -5.767 0.539 3.274 0.000 -0.002 0.007
H -4.811 -0.814 3.932 -0.015 -0.005 -0.008
H -5.308 -0.822 2.223 -0.006 -0.005 0.017
H -4.290 2.493 2.940 0.006 -0.016 -0.019
H -1.542 2.271 3.308 0.013 0.056 0.158
H -0.857 -0.476 -2.569 -0.011 0.012 -0.001
H -3.117 -2.012 -3.024 0.003 0.003 0.005
H -4.479 -3.509 -1.639 -0.003 -0.006 0.002
H -5.068 -2.483 -0.325 -0.001 -0.007 -0.004
H -3.969 -3.845 0.018 -0.013 0.003 0.006
H 2.586 -2.029 1.713 0.007 0.006 0.035
H 1.818 -3.717 3.768 0.015 0.011 -0.015
H -0.311 -4.611 4.556 -0.001 0.001 0.000
H -1.778 -4.299 3.624 -0.005 0.008 0.004
H -1.274 -3.167 4.909 -0.003 -0.006 -0.002
O 2.481 2.889 3.367 0.169 0.043 0.038
P 1.130 2.145 3.046 -0.009 -0.278 -0.089
O 0.073 2.423 4.044 -0.219 0.064 0.118
O 1.396 0.784 2.514 0.080 0.274 0.155
O 0.658 3.072 1.671 -0.014 0.136 0.054
P -0.412 2.914 0.588 0.263 -0.043 -0.116
O -0.518 4.209 -0.259 -0.089 0.043 0.023
O -1.850 2.869 1.327 -0.169 0.071 0.127
O -0.217 1.773 -0.356 0.045 -0.395 -0.064
H 2.407 3.518 4.097 -0.024 -0.002 -0.052
H -0.752 5.031 0.193 0.091 -0.034 0.002
C 7.035 -1.169 0.538 -0.003 0.003 0.005
C 6.317 -0.413 1.456 0.012 -0.023 -0.025
C 5.042 0.030 1.138 -0.032 -0.035 0.049
C 4.494 -0.270 -0.107 -0.086 0.072 0.242
C 5.209 -1.029 -1.024 -0.050 0.027 -0.104
C 6.481 -1.478 -0.696 0.036 -0.016 0.007
As 2.729 0.423 -0.481 -0.403 -0.276 0.016
C 2.960 2.238 -1.078 -0.018 0.049 0.053
C 3.314 3.337 -0.313 0.010 -0.011 0.009
C 3.391 4.582 -0.923 0.003 0.018 -0.003
C 3.099 4.714 -2.275 -0.006 0.021 -0.013
C 2.736 3.611 -3.035 -0.006 -0.015 -0.015
C 2.667 2.357 -2.441 0.021 -0.015 0.061
C 2.324 1.089 -3.124 -0.014 -0.087 0.058
C 1.987 0.948 -4.466 -0.006 0.009 -0.014
C 1.712 -0.310 -4.980 0.003 0.011 -0.015
C 1.761 -1.438 -4.168 -0.011 -0.010 -0.010
C 2.076 -1.308 -2.822 -0.014 0.040 0.026
C 2.360 -0.051 -2.309 0.061 0.075 -0.120
H 8.030 -1.515 0.784 -0.003 -0.001 -0.003
H 6.750 -0.170 2.417 -0.002 0.002 -0.002
H 4.479 0.608 1.863 -0.029 0.019 0.003
H 4.792 -1.257 -1.998 0.001 0.006 0.020
H 7.042 -2.064 -1.411 0.002 0.003 0.002
H 3.538 3.233 0.742 -0.002 -0.002 0.003
H 3.686 5.449 -0.347 0.001 -0.004 0.002
H 3.164 5.687 -2.745 0.000 -0.005 -0.002
H 2.521 3.734 -4.089 0.003 0.001 0.003
H 1.950 1.813 -5.116 -0.001 -0.006 -0.001
H 1.469 -0.416 -6.029 -0.002 0.002 0.005
H 1.564 -2.416 -4.587 -0.002 0.006 0.001
H 2.107 -2.185 -2.185 0.005 -0.001 0.007
```
Forces are in eV/Å.

=====

# 4
Molecular formula: C3H5N3O
Method: DFT, ωB97M-V with the def2-TZVPD basis set

As for the gap between HOMO and LUMO: 7.908 eV. As for the multiplicity: 1. Its largest force on an atom is 3.55 eV Å⁻¹. The net charge is 0. The value obtained for the molecular weight is 99.09 g mol⁻¹. Its energy relative to the best compared isomer or geometry (same formula, charge and spin) is 126.6 kcal per mole.

```
12
Properties=species:S:1:pos:R:3:forces:R:3
C -0.298 -1.649 -0.031 -1.160 -0.123 0.054
C 0.880 -0.936 -0.034 1.477 2.604 0.524
C -1.432 0.245 -0.425 -0.572 0.806 -1.853
N -1.438 -0.984 -0.159 0.691 1.075 -0.151
N 0.866 0.400 -0.080 -0.049 -1.320 -0.028
N -2.014 1.321 0.049 0.412 -1.808 0.899
O 2.081 1.158 -0.178 1.598 -2.566 -0.710
H -0.361 -2.704 -0.050 0.213 -0.832 0.195
H 1.778 -1.472 0.163 1.005 -0.320 -0.351
H -2.199 1.167 1.010 -0.768 0.960 1.081
H -2.323 2.145 -0.417 0.326 0.174 -0.493
H 2.946 0.585 -0.451 -3.173 1.350 0.834
```
Forces are in eV/Å.

=====

> Among the records above, which one has the highest net charge?

C30H30AsN6O7P3Pt

=====

> multiplicity of number 1 (C5H10O2)?

1

=====

> largest force on an atom of number 2 (C52H62N15O2)?

1.93 eV Å⁻¹